Entry 1:
23
Properties=species:S:1:pos:R:3:nbo_charge:R:1 method="wB97M-V/def2-TZVPD" e_homo_ha=-0.3385 charge=0 e_above_lowest_kj_mol=300.2 orbital_gap_ev=9.90
C 2.7153 0.1170 0.2679 -0.21
C 1.8516 -0.2807 1.2647 -0.20
C 0.5120 -0.5295 0.9252 -0.20
C 0.1753 -0.6052 -0.3958 -0.07
C -1.1855 -1.0144 -0.7900 0.14
C -2.3799 -1.2570 0.0333 -0.35
C -3.1999 -1.9194 -0.8444 0.12
O -2.5925 -2.1511 -2.0248 -0.25
N -1.4218 -1.4711 -1.9745 -0.14
C 1.0474 -0.2787 -1.4402 -0.18
C 2.3736 0.0706 -1.0750 -0.21
H 3.7589 0.3885 0.5348 0.21
H 2.1932 -0.2544 2.2056 0.21
H -0.2252 -0.4965 1.6818 0.22
H -2.5932 -0.9460 1.1236 0.25
H -4.0930 -2.3770 -0.6187 0.20
H 0.6595 -0.6683 -2.3205 0.24
H 3.0730 -0.1347 -1.7909 0.21
C -0.0129 2.8165 0.9124 -0.69
Br -1.1673 2.3741 2.3579 -0.02
H -0.6725 2.7368 0.0495 0.22
H 0.3698 3.9168 1.0737 0.24
H 0.8139 1.9634 0.8444 0.25

Entry 2:
62
Properties=species:S:1:pos:R:3:nbo_charge:R:1 method="wB97M-V/def2-TZVPD" e_homo_ha="-0.3698 / -0.4743" multiplicity=5 charge=+1 orbital_gap_ev="6.48 / 9.07" s_squared=6.004
Co 19.7201 5.2404 -16.8078 0.94
Na 23.1425 6.3363 -19.8582 0.98
N 22.9855 5.0994 -16.6458 0.76
O 23.7187 4.5962 -15.8722 -0.39
O 23.2858 5.4320 -17.7433 -0.58
O 21.7551 5.1606 -16.4169 -0.72
C 16.4553 0.3821 -16.2784 -0.62
C 17.2505 1.7104 -15.9825 -0.08
O 18.5080 1.3196 -15.5662 -0.47
C 19.6798 1.9965 -15.8340 0.76
O 19.7437 3.1652 -16.0458 -0.67
C 21.0162 1.2136 -15.5354 0.91
F 21.4798 1.4640 -14.2993 -0.30
F 20.9314 -0.0789 -15.7299 -0.28
F 21.9245 1.6919 -16.3714 -0.30
H 16.9538 -0.3104 -16.9567 0.22
H 15.5329 0.7322 -16.7418 0.22
H 16.2257 -0.2126 -15.3943 0.23
H 16.8061 2.2806 -15.1667 0.20
H 17.2753 2.2467 -16.9311 0.19
C 21.9107 4.0944 -12.0741 -0.64
C 21.3209 4.9479 -13.0741 -0.09
O 20.0057 5.2592 -12.6946 -0.44
C 19.1742 5.8928 -13.5712 0.75
O 19.4696 6.1735 -14.7691 -0.72
C 17.7232 6.1289 -13.0323 0.92
F 16.8999 5.3176 -13.7340 -0.30
F 17.6595 5.8084 -11.7309 -0.29
F 17.4544 7.3857 -13.1896 -0.27
H 21.5454 3.0683 -12.0328 0.23
H 21.9255 4.5624 -11.0898 0.23
H 22.9579 3.9699 -12.3499 0.24
H 21.3149 4.5159 -14.0748 0.20
H 21.9047 5.8500 -13.2570 0.19
C 27.6951 6.9445 -16.7356 -0.64
C 26.7435 5.6906 -16.7920 -0.08
O 27.3479 4.4829 -16.3400 -0.48
C 28.1652 3.8219 -17.1921 0.68
O 28.1804 4.0100 -18.4082 -0.55
C 29.0837 2.7609 -16.6092 0.91
F 28.7111 1.6005 -17.1377 -0.29
F 30.4027 2.9903 -16.9593 -0.31
F 28.9892 2.7131 -15.2934 -0.29
H 28.5051 6.8530 -17.4592 0.23
H 28.2295 6.9282 -15.7857 0.22
H 27.0838 7.8420 -16.8299 0.20
H 26.2378 5.5403 -17.7458 0.20
H 25.8584 5.8851 -16.1863 0.19
C 23.8727 7.9758 -15.3833 -0.63
C 23.2585 8.7669 -16.6116 -0.07
O 24.2747 9.4658 -17.2542 -0.46
C 24.9274 8.9613 -18.3477 0.73
O 24.8554 7.7949 -18.7965 -0.64
C 25.8572 10.0213 -19.0185 0.90
F 25.7300 9.9062 -20.3378 -0.30
F 25.5387 11.2622 -18.7078 -0.29
F 27.1336 9.7999 -18.7577 -0.29
H 23.0464 7.4491 -14.9058 0.22
H 24.4205 8.6675 -14.7434 0.23
H 24.5328 7.2045 -15.7802 0.21
H 22.5264 9.5106 -16.2969 0.21
H 22.7333 8.0766 -17.2716 0.17

Entry 3:
105
Properties=species:S:1:pos:R:3:lowdin_charge:R:1 method="wB97M-V/def2-TZVPD" e_homo_ha="-0.4786 / -0.4768" multiplicity=3 charge=+2 e_above_lowest_kj_mol=545.7 orbital_gap_ev="7.74 / 7.11" s_squared=2.010
W 0.6137 -0.3520 -0.5315 1.61
O 2.1265 -3.1469 0.7064 0.09
C 2.2087 -2.0112 1.1472 -0.52
O 2.3005 -0.9106 0.4193 -0.20
C 2.0835 -1.6481 2.5723 -0.05
C 2.8053 -2.2625 3.5751 0.09
C 2.6133 -1.8480 4.8774 -0.11
C 1.6999 -0.8644 5.1941 0.10
C 0.9760 -0.2759 4.1722 -0.07
C 1.1164 -0.6525 2.8219 -0.22
O 0.3392 -0.1641 1.8556 -0.27
N -0.0540 0.6664 4.5427 -0.16
O 0.1343 1.9849 3.8210 -0.18
O -0.3976 0.8290 5.6940 0.12
N 3.3900 -2.4799 5.9613 -0.35
O 4.2479 -3.2735 5.6318 0.10
O 3.1848 -2.0873 7.0910 0.10
H 3.5130 -3.0489 3.3517 0.15
H 1.5448 -0.5678 6.2205 0.14
C -0.8440 1.3754 -3.1825 -0.15
C -0.9899 1.7244 -4.6849 -0.13
N -0.5776 0.5925 -5.5035 -0.14
C 0.8522 0.3935 -5.3117 -0.13
C 1.1870 0.3179 -3.8032 -0.14
N -0.0533 0.1198 -2.9879 -0.19
C -0.8461 -0.9788 -3.6149 -0.14
C -1.2861 -0.5975 -5.0513 -0.13
H -1.8278 1.2220 -2.7435 0.09
H -0.3386 2.1795 -2.6450 0.11
H -0.3769 2.5869 -4.9502 0.13
H -2.0263 1.9768 -4.9124 0.13
H 1.3977 1.2122 -5.7817 0.13
H 1.1441 -0.5255 -5.8228 0.13
H 1.6544 1.2382 -3.4462 0.12
H 1.8657 -0.4945 -3.6174 0.07
H -1.7083 -1.1802 -2.9775 0.10
H -0.2239 -1.8675 -3.6335 0.10
H -2.3579 -0.3978 -5.0957 0.13
H -1.0797 -1.4171 -5.7407 0.13
N -2.4308 0.0264 -0.6584 0.01
C -3.4822 0.8422 -0.7832 -0.02
C -3.0101 2.1345 -0.6900 -0.01
C -1.6419 2.0040 -0.4917 -0.16
N -1.2832 0.7111 -0.4492 -0.14
H -2.4320 -0.9777 -0.5878 0.13
H -4.4755 0.4464 -0.9305 0.15
H -3.5775 3.0486 -0.7502 0.13
H -0.8956 2.7780 -0.3960 0.13
C -2.1520 6.3237 1.8269 -0.04
C -0.7905 6.1115 1.9673 -0.05
C -0.2887 4.8252 2.0984 -0.05
C -1.1341 3.7076 2.1180 -0.26
C -2.5037 3.9482 1.9471 -0.11
C -3.0056 5.2312 1.8074 -0.05
P -0.4599 1.9979 2.3203 1.07
C 1.1424 2.1545 1.3670 -0.23
C 2.1173 2.7991 2.1342 -0.08
C 3.4174 2.9899 1.6833 -0.02
C 3.8025 2.5299 0.4409 -0.03
C 2.8698 1.8516 -0.3222 -0.07
C 1.5753 1.6110 0.1420 -0.26
C -2.0015 1.0227 2.6008 -0.25
C -2.3753 -0.2259 2.1111 -0.10
C -3.5202 -0.8575 2.5727 -0.06
C -4.2958 -0.2754 3.5642 -0.04
C -3.9008 0.9367 4.1083 -0.03
C -2.7701 1.5787 3.6325 -0.09
H -2.5422 7.3284 1.7266 0.12
H -0.1051 6.9484 1.9781 0.12
H 0.7764 4.7262 2.1930 0.09
H -3.2057 3.1290 1.8937 0.09
H -4.0717 5.3742 1.6871 0.12
H 1.8856 3.1616 3.1226 0.11
H 4.1201 3.5078 2.3226 0.13
H 4.8095 2.6805 0.0742 0.12
H 3.1473 1.4564 -1.2923 0.11
H 0.9948 1.3597 -0.9073 0.06
H -1.7388 -0.7516 1.4238 0.06
H -3.7855 -1.8344 2.1861 0.11
H -5.1796 -0.7787 3.9347 0.12
H -4.4573 1.3835 4.9221 0.12
H -2.4678 2.4995 4.1108 0.12
C -1.2857 -4.6737 -1.8549 -0.14
C -1.3249 -3.7454 -0.6612 -0.14
N -0.3088 -2.6589 -0.8215 0.02
C 0.8153 -2.8833 -1.6600 -0.41
N 1.5515 -1.8069 -1.7353 -0.11
C 2.9527 -2.0151 -2.1287 -0.17
C 3.0136 -3.0043 -3.2805 -0.12
C 2.3410 -4.3058 -2.8774 -0.09
N 1.0436 -4.0489 -2.2342 0.00
C 0.1304 -5.1806 -2.0516 -0.10
H -1.6213 -4.1541 -2.7559 0.12
H -1.9602 -5.5127 -1.6904 0.13
H -1.0900 -4.2994 0.2478 0.14
H -2.3094 -3.2944 -0.5370 0.11
H 0.1214 -2.6127 0.1096 0.09
H 3.4985 -2.3922 -1.2638 0.12
H 3.3923 -1.0585 -2.3970 0.11
H 4.0481 -3.2092 -3.5519 0.13
H 2.5223 -2.5892 -4.1649 0.11
H 2.9602 -4.8606 -2.1687 0.15
H 2.1647 -4.9432 -3.7423 0.13
H 0.4597 -5.7914 -1.2063 0.15
H 0.1961 -5.7908 -2.9505 0.14

Entry 4:
29
Properties=species:S:1:pos:R:3:nbo_charge:R:1 method="wB97M-V/def2-TZVPD" e_homo_ha="-0.1823 / -0.2967" multiplicity=3 charge=0 e_above_lowest_kj_mol=71.9 orbital_gap_ev="5.05 / 4.39" s_squared=2.021
C -0.5417 -0.2675 2.6515 0.15
C -0.5830 0.9554 -0.3823 0.55
C 0.9809 -1.1661 -0.4556 0.33
C 0.3867 0.9772 2.6833 -0.45
C 1.2420 0.7278 1.3692 -0.43
C 0.3137 -0.0676 0.4164 -0.04
C -0.9048 3.0251 -1.7160 -0.61
C 0.0526 -3.4746 -0.9012 -0.59
C 0.0399 1.8801 -1.3689 -0.51
C 0.0476 -1.9752 -1.3105 -0.47
N -0.6596 -0.8671 1.5087 0.10
O -1.2267 -1.9061 1.1648 -0.29
O -1.7729 0.9111 -0.2060 -0.56
O 2.1854 -1.2251 -0.5712 -0.51
H -1.0749 -0.6600 3.4084 0.20
H -0.2502 1.8090 2.5869 0.24
H 1.1492 1.1159 3.6319 0.25
H 1.4368 1.7331 0.9361 0.22
H 2.2059 0.1392 1.5124 0.26
H -1.8701 2.5731 -1.8173 0.23
H -0.7756 3.5155 -2.7628 0.21
H -0.8029 3.8910 -1.0037 0.21
H 0.9921 -3.9020 -1.0530 0.21
H -0.6635 -4.0717 -1.3407 0.20
H -0.2893 -3.4808 0.1320 0.21
H 0.9672 2.2200 -1.2047 0.22
H 0.0867 1.1810 -2.3457 0.24
H -0.9273 -1.5708 -1.1478 0.22
H 0.2559 -2.0198 -2.4141 0.21

Entry 5:
60
Properties=species:S:1:pos:R:3:nbo_charge:R:1 method="wB97M-V/def2-TZVPD" e_homo_ha=-0.2896 charge=0 e_above_lowest_kj_mol=18.1 orbital_gap_ev=7.77
Sc 0.3091 -0.1965 0.5245 1.30
C -3.1029 0.9866 -1.5091 -0.54
C -2.3186 2.1435 -2.1111 -0.56
S -0.5218 1.9360 -2.0270 0.28
C -0.0316 3.5390 -1.3563 -0.55
C -0.5626 3.8878 0.0261 -0.54
S -0.3011 2.6239 1.3028 0.30
C -1.9603 2.5121 2.0032 -0.54
C -3.0558 2.0135 1.0760 -0.54
S -2.6486 0.4958 0.1669 0.27
H -2.9615 0.0865 -2.1045 0.24
H -4.1698 1.2178 -1.5269 0.23
H -2.5774 3.0785 -1.6160 0.22
H -2.6115 2.2510 -3.1571 0.23
H -0.3205 4.3213 -2.0609 0.23
H 1.0565 3.5075 -1.3480 0.27
H -1.6300 4.1045 -0.0040 0.21
H -0.0569 4.7941 0.3618 0.25
H -2.2408 3.4927 2.3938 0.23
H -1.8515 1.8444 2.8548 0.25
H -3.3131 2.7709 0.3369 0.22
H -3.9542 1.8237 1.6646 0.24
C -0.9898 -1.3636 -3.2702 -0.95
P 0.3699 -1.4927 -2.0436 0.87
C 1.8454 -1.3339 -3.0977 -0.95
C 0.3375 -3.3017 -1.7577 -0.72
C -0.8523 -3.7438 -0.9008 -0.72
P -1.1392 -2.6594 0.5642 0.87
C -0.5535 -3.6655 1.9692 -0.93
C -2.9486 -2.8214 0.7801 -0.94
H -0.8094 -2.0387 -4.1090 0.23
H -1.0654 -0.3452 -3.6528 0.24
H -1.9373 -1.6398 -2.8054 0.22
H 1.8394 -2.0969 -3.8783 0.23
H 2.7398 -1.4503 -2.4823 0.27
H 1.8774 -0.3431 -3.5468 0.26
H 1.2819 -3.5875 -1.2897 0.26
H 0.3097 -3.7965 -2.7329 0.23
H -0.7239 -4.7780 -0.5733 0.24
H -1.7730 -3.7104 -1.4903 0.23
H -1.1082 -4.6040 2.0196 0.23
H -0.7081 -3.1074 2.8930 0.24
H 0.5088 -3.8812 1.8668 0.26
H -3.2378 -3.8702 0.8698 0.23
H -3.4721 -2.3743 -0.0646 0.23
H -3.2517 -2.2857 1.6800 0.25
S 3.4139 -3.9354 0.6801 -0.14
C 2.4384 -2.6640 0.7159 0.20
N 1.6826 -1.7597 0.7087 -0.84
Cl -0.0245 1.6194 5.1888 0.01
C 0.2137 -0.0464 4.6087 -0.31
Cl 1.6671 -0.7780 5.2720 0.04
C 0.2527 -0.0050 3.0866 0.75
O 1.2697 0.3447 2.4783 -0.67
O -0.8160 -0.3277 2.4687 -0.79
H -0.6437 -0.6230 4.9366 0.24
Cl 3.0430 2.9392 0.6498 -0.43
Si 2.6115 1.1654 -0.4273 0.73
Cl 4.3684 0.0452 -0.2086 -0.40
Cl 2.8588 1.9095 -2.4223 -0.46

F_max, respectively: 4.0 5.6 1.0 5.4 0.6 eV/Å.